Below is a 18-piece molecular cluster, C10H56N2O21P overall in a non-equilibrium geometry, with properties calculated with ωB97M-V/def2-TZVPD.

Geometry (Å):
C 2.36 0.49 0.07
C 3.73 1.16 0.21
C 4.36 1.13 -1.18
C 3.51 1.93 -2.20
C 2.54 0.99 -2.99
C 1.05 1.26 -2.77
N 0.25 0.26 -3.46
C -0.97 -0.18 -2.76
C -2.03 0.94 -2.57
C -2.29 1.41 -1.13
N -2.80 2.79 -1.05
C -0.68 -0.96 -1.45
O -1.65 -1.31 -0.75
O 0.54 -1.19 -1.21
P -1.77 -1.39 -3.98
O -2.12 -2.78 -3.17
O -0.52 -1.81 -4.95
H 2.14 -0.22 0.85
H 1.62 1.26 0.02
H 2.39 -0.07 -0.84
H 3.63 2.19 0.50
H 4.31 0.60 0.93
H 5.39 1.49 -1.14
H 4.38 0.09 -1.49
H 4.13 2.46 -2.91
H 2.95 2.71 -1.68
H 2.76 -0.04 -2.76
H 2.70 1.13 -4.05
H 0.86 1.19 -1.72
H 0.84 2.29 -3.06
H 0.02 0.56 -4.40
H -1.77 1.79 -3.19
H -2.97 0.58 -2.96
H -1.42 1.33 -0.50
H -3.07 0.78 -0.74
H -3.25 3.05 -1.91
H -2.06 3.44 -0.83
H -1.34 -3.17 -2.77
H 0.27 -2.02 -4.44
O 0.22 0.98 1.92
H -0.58 0.93 2.45
H 0.01 0.48 1.12
O 0.43 -2.03 1.27
H -0.31 -2.59 1.53
H 0.24 -1.79 0.34
O 3.25 -2.13 -1.38
H 2.47 -2.19 -0.82
H 3.15 -2.85 -2.00
O -1.91 1.82 4.06
H -1.20 2.38 4.41
H -2.48 1.69 4.82
O 0.51 2.56 5.90
H 0.66 2.77 6.83
H 1.28 2.04 5.65
O -4.91 3.23 0.08
H -4.89 2.26 0.04
H -3.98 3.46 0.24
O 3.91 3.40 2.74
H 4.43 2.70 3.16
H 3.13 2.94 2.40
O -5.03 0.97 -4.76
H -5.56 0.32 -4.28
H -5.27 0.83 -5.68
O 1.83 -1.94 4.14
H 1.09 -2.50 4.40
H 1.64 -1.71 3.22
O 1.66 1.84 8.63
H 2.45 2.02 9.14
H 1.27 1.06 9.03
O -1.82 5.33 4.98
H -1.42 4.57 5.41
H -2.58 4.96 4.52
O -4.03 -3.66 -5.94
H -3.89 -4.60 -5.79
H -3.76 -3.26 -5.10
O -0.31 -4.99 1.54
H -0.24 -5.95 1.45
H 0.59 -4.70 1.70
O -6.27 -5.39 -7.30
H -5.57 -4.87 -6.90
H -6.42 -6.12 -6.69
O 6.12 1.58 2.57
H 6.86 2.14 2.81
H 6.26 0.76 3.05
O -4.21 0.68 2.17
H -3.42 0.82 2.71
H -4.63 -0.10 2.56
O 1.44 -7.35 2.46
H 1.57 -7.16 3.40
H 2.23 -7.83 2.19

## Properties
Strongest force on any atom   1.9 eV/A
Net charge   -1
LUMO energy   1.64 eV
E_tot   -66548.0993 eV